(1)
{"formula": "C3H3BrCl2", "method": "the ωB97M-V functional and the def2-TZVPD basis", "gap_ev": [8.05, 6.88], "e_tot_ha": -3610.2866, "mol_weight_g_mol": 189.867, "elements": ["C", "C", "C", "Cl", "Cl", "Br", "H", "H", "H"], "coordinates": [[-0.23446, 0.77701, 0.03371], [-1.39674, -1.00411, -0.72522], [1.05317, 0.51496, 0.53951], [-2.99941, -0.84849, -1.09447], [2.49452, 0.81878, -0.58339], [-0.92620, -2.47768, 0.33305], [-0.37128, 1.45141, -0.80051], [1.19524, 1.25065, 1.34213], [1.18515, -0.48252, 0.95518]]}

=====

(2)
{"formula": "C4H4O", "method": "the ωB97M-V functional and the def2-TZVPD basis", "gap_ev": 9.68, "e_tot_ha": -229.9623, "mol_weight_g_mol": 68.075, "smiles": "C#C/C=C\\O", "elements": ["C", "C", "C", "C", "O", "H", "H", "H", "H"], "coordinates": [[-2.15678, 0.01025, -0.20272], [-1.02415, -0.34720, -0.01445], [0.31505, -0.78293, 0.03930], [1.36585, 0.04877, 0.11020], [1.36128, 1.37685, 0.32011], [-3.13691, 0.33345, -0.40248], [0.48549, -1.84500, -0.04485], [2.37706, -0.34691, 0.15342], [0.41310, 1.55272, 0.04148]]}

=====

(3)
{"formula": "C14H36BaNO17S4", "method": "the ωB97M-V functional and the def2-TZVPD basis", "gap_ev": 4.50, "e_tot_ha": -3506.9309, "mol_weight_g_mol": 756.028, "charge": -1, "elements": ["Ba", "N", "O", "O", "O", "O", "C", "C", "O", "H", "H", "H", "H", "O", "S", "O", "O", "C", "C", "C", "H", "H", "H", "H", "H", "H", "H", "H", "O", "S", "O", "O", "C", "C", "C", "H", "H", "H", "H", "H", "H", "H", "H", "O", "S", "O", "O", "C", "C", "C", "H", "H", "H", "H", "H", "H", "H", "H", "O", "S", "O", "O", "C", "C", "C", "H", "H", "H", "H", "H", "H", "H", "H"], "coordinates": [[0.95624, -0.49574, 0.42932], [0.77955, 1.28452, -2.97213], [1.78349, 0.90431, -3.57904], [0.81488, 1.28584, -1.74297], [-0.13326, 1.69905, -3.64724], [2.01051, -2.53843, -1.17742], [2.65559, -3.49899, -0.30382], [3.17056, -3.07217, 1.11617], [2.49023, -2.22867, 2.03118], [3.56827, -3.85263, -0.78349], [2.11572, -4.44583, -0.31504], [4.14642, -2.60404, 0.98711], [3.36151, -4.03234, 1.59545], [-1.46171, 0.70343, 0.70836], [-2.87987, 1.01388, 1.01449], [-3.28955, 1.73800, 2.24996], [-3.46184, 1.91717, -0.34578], [-3.17001, 1.45848, -1.65545], [-4.49506, 1.35405, -2.35119], [-3.94347, -0.52588, 0.80943], [-2.53811, 0.57619, -1.75726], [-2.61428, 2.24940, -2.15914], [-4.40413, 0.78331, -3.27537], [-4.98661, 2.32289, -2.43954], [-5.11938, 0.73379, -1.70808], [-3.43070, -1.23131, 0.15557], [-4.93913, -0.25196, 0.46057], [-4.04243, -1.00885, 1.78156], [-0.73546, -2.34107, -3.47072], [-1.54393, -2.30945, -2.24965], [-1.23761, -1.45556, -1.09870], [-3.08948, -2.15842, -2.70631], [-3.43603, -2.05161, -4.10709], [-4.94749, -1.99951, -4.25462], [-1.58723, -4.07684, -1.58556], [-3.12416, -2.97308, -4.59875], [-2.78149, -1.31553, -4.57383], [-5.44996, -1.22423, -3.67622], [-5.22137, -2.97417, -3.85073], [-5.18808, -1.86624, -5.30935], [-0.65986, -4.41304, -1.12180], [-1.70100, -4.71411, -2.46251], [-2.43031, -4.25893, -0.91910], [0.16053, 0.10329, 2.87264], [0.03390, 0.10936, 4.35476], [0.48751, -1.01838, 5.13559], [0.69273, 1.47844, 4.98450], [1.03006, 1.50239, 6.38108], [2.03909, 2.59603, 6.60094], [-1.70363, 0.53150, 4.80515], [1.50584, 0.55898, 6.64883], [0.08989, 1.56191, 6.92938], [2.96359, 2.30750, 6.10079], [2.28233, 2.79178, 7.64526], [1.74139, 3.54046, 6.14539], [-1.63864, 0.66775, 5.88464], [-2.34059, -0.28068, 4.45481], [-1.93983, 1.51067, 4.38854], [6.22521, 0.55359, 0.22936], [4.93293, 0.80181, -0.48270], [3.67423, 0.41507, 0.16567], [4.83641, 2.42789, -0.83692], [3.59620, 3.00526, -1.38491], [3.65717, 4.57920, -1.34255], [5.14919, 0.11908, -2.19370], [2.70130, 2.61117, -0.90330], [3.55391, 2.61481, -2.40171], [3.76916, 4.79531, -0.28007], [2.72953, 4.98633, -1.74482], [4.41895, 5.03246, -1.97685], [6.19497, 0.28299, -2.45365], [4.46828, 0.62516, -2.87805], [4.87846, -0.91681, -1.98937]]}

=====

(4)
{"formula": "C7H8ClNO2", "method": "the ωB97M-V functional and the def2-TZVPD basis", "gap_ev": 8.18, "e_tot_ha": -936.7413, "mol_weight_g_mol": 173.599, "elements": ["C", "C", "C", "C", "C", "C", "C", "N", "O", "O", "Cl", "H", "H", "H", "H", "H", "H", "H", "H"], "coordinates": [[1.88704, -0.65292, 0.73075], [-0.61343, -0.68279, 0.96610], [2.53913, -0.24589, -0.60455], [2.08460, 0.76763, 0.07658], [0.57827, -1.43683, 0.78759], [-1.56802, 0.10500, -1.14179], [-2.40991, 0.86661, 1.06401], [-1.43516, 0.07062, 0.31901], [3.21404, -0.82197, -1.64522], [0.60439, -2.66345, 0.80753], [1.62662, 2.34473, 0.33363], [2.52762, -0.85389, 1.52957], [-1.03685, -0.77470, -1.62806], [-2.69694, 0.24903, -1.37322], [-0.94442, 0.77558, -1.64329], [-3.39267, 0.88883, 0.59572], [-2.58496, 0.43655, 2.10307], [-1.92654, 1.85933, 1.15236], [3.54718, -0.23145, -2.42981]]}

=====

(5)
{"formula": "C21H24N2O4", "method": "the ωB97M-V functional and the def2-TZVPD basis", "gap_ev": 8.82, "e_tot_ha": -1225.1096, "mol_weight_g_mol": 368.433, "smiles": "O=C(O)COCC(=O)N1CCN(C(c2ccccc2)c2ccccc2)CC1", "elements": ["O", "C", "O", "C", "O", "C", "C", "O", "N", "C", "C", "N", "C", "C", "C", "C", "C", "C", "C", "C", "C", "C", "C", "C", "C", "C", "C", "H", "H", "H", "H", "H", "H", "H", "H", "H", "H", "H", "H", "H", "H", "H", "H", "H", "H", "H", "H", "H", "H", "H", "H"], "coordinates": [[6.80556, -1.45934, 1.35024], [5.74703, -1.42715, 1.91661], [5.55843, -1.92766, 3.13571], [4.49662, -0.80018, 1.31252], [3.36696, -0.78397, 2.14237], [2.68219, -2.02114, 2.22159], [2.04011, -2.47135, 0.90233], [2.28301, -3.57788, 0.44958], [1.23259, -1.59540, 0.27743], [0.76538, -0.32464, 0.78244], [-0.74900, -0.41127, 1.05947], [-1.52950, -0.88493, -0.06067], [-2.08023, 0.09355, -0.98881], [-3.19000, 0.89234, -0.32850], [-3.81940, 0.43097, 0.82001], [-4.85305, 1.15014, 1.39384], [-5.28060, 2.33513, 0.82094], [-4.67592, 2.78894, -0.33871], [-3.64112, 2.07124, -0.91108], [-1.04745, 0.98853, -1.65060], [-0.54711, 0.65789, -2.90466], [0.43264, 1.43044, -3.50423], [0.92324, 2.55190, -2.85823], [0.42116, 2.90013, -1.61543], [-0.55709, 2.12596, -1.01694], [-0.97207, -2.09792, -0.61288], [0.52900, -1.99905, -0.92469], [6.38563, -2.30112, 3.48069], [4.73300, 0.24500, 1.08824], [4.29887, -1.31562, 0.36155], [1.91193, -1.88554, 2.98550], [3.35273, -2.82634, 2.54144], [1.29614, -0.04946, 1.69039], [0.96401, 0.43659, 0.02046], [-1.12300, 0.56276, 1.37385], [-0.90077, -1.12049, 1.88413], [-2.55947, -0.49871, -1.78185], [-3.49838, -0.50095, 1.25792], [-5.32896, 0.78030, 2.29036], [-6.08578, 2.89764, 1.26987], [-5.01200, 3.70501, -0.80209], [-3.18111, 2.43032, -1.82065], [-0.93239, -0.21080, -3.42156], [0.81000, 1.15755, -4.47886], [1.68697, 3.15635, -3.32426], [0.79083, 3.78013, -1.10978], [-0.95126, 2.41531, -0.05350], [-1.52248, -2.37793, -1.51208], [-1.10921, -2.89097, 0.13318], [0.91950, -2.96868, -1.23619], [0.71381, -1.25565, -1.70645]]}

=====

(6)
{"formula": "C61H49N6O3P2S4Y", "method": "the ωB97M-V functional and the def2-TZVPD basis", "gap_ev": 6.31, "e_tot_ha": -5222.2442, "mol_weight_g_mol": 1193.224, "charge": -2, "elements": ["Y", "C", "C", "N", "N", "C", "S", "S", "C", "C", "C", "C", "C", "C", "C", "C", "C", "C", "C", "C", "C", "O", "H", "H", "H", "H", "H", "H", "H", "H", "H", "H", "H", "H", "H", "H", "C", "C", "P", "C", "C", "C", "C", "C", "C", "C", "C", "C", "C", "C", "C", "P", "C", "C", "C", "C", "C", "C", "C", "C", "C", "C", "C", "C", "H", "H", "H", "H", "H", "H", "H", "H", "H", "H", "H", "H", "H", "H", "H", "H", "H", "H", "H", "H", "H", "H", "H", "H", "S", "C", "C", "N", "C", "S", "C", "N", "O", "C", "N", "C", "C", "O", "N", "C", "C", "C", "C", "C", "C", "C", "C", "C", "C", "C", "C", "H", "H", "H", "H", "H", "H", "H", "H", "H", "H", "H"], "coordinates": [[1.17819, 0.63628, -0.92297], [-1.43854, -3.78475, -2.92181], [-0.87120, -2.49595, -3.45387], [0.35721, -2.49154, -3.79490], [0.86615, -1.55792, -4.60472], [1.81271, -0.74276, -4.39966], [2.70205, -0.30685, -2.96106], [2.51084, -0.07665, -5.93810], [2.13918, 1.70810, -5.75703], [1.00366, 2.12829, -6.64225], [1.16184, 2.20675, -8.02499], [0.11463, 2.61050, -8.83753], [-1.11640, 2.93506, -8.27938], [-1.28919, 2.83695, -6.90689], [-0.23451, 2.43819, -6.09699], [-1.78613, -1.34269, -3.60914], [-3.00851, -1.50365, -4.25622], [-3.86153, -0.43655, -4.48637], [-3.46838, 0.83213, -4.07761], [-2.27742, 1.01287, -3.40286], [-1.42872, -0.06820, -3.10390], [-0.35695, 0.10078, -2.35894], [-0.63869, -4.50581, -2.76972], [-2.15533, -4.19930, -3.63784], [-1.96479, -3.62717, -1.97766], [3.05037, 2.25193, -6.00489], [1.91596, 1.87342, -4.70361], [2.11449, 1.93264, -8.46518], [0.25874, 2.67465, -9.91009], [-1.93333, 3.26073, -8.91264], [-2.24721, 3.07072, -6.45820], [-0.37007, 2.35787, -5.02822], [-3.28145, -2.48733, -4.62150], [-4.80926, -0.58942, -4.98717], [-4.10336, 1.68844, -4.27873], [-1.96973, 1.99729, -3.06942], [-2.95223, -0.38783, 0.69634], [-2.89518, 1.14353, 0.83318], [-2.70709, 1.62371, 2.63304], [-4.32077, 2.49978, 2.87958], [-5.35111, 1.70970, 3.39509], [-6.61124, 2.23950, 3.63355], [-6.85835, 3.58002, 3.37254], [-5.84219, 4.37572, 2.86232], [-4.58418, 3.84159, 2.61664], [-1.52219, 3.01577, 2.56031], [-0.74100, 3.23759, 3.69335], [0.14162, 4.30592, 3.74721], [0.25471, 5.16507, 2.66323], [-0.50288, 4.94300, 1.52302], [-1.38206, 3.87190, 1.46964], [-1.55286, -1.06102, 1.73650], [-2.56180, -1.93875, 3.00891], [-3.58080, -2.82372, 2.65397], [-4.35376, -3.43889, 3.62604], [-4.10826, -3.18797, 4.97160], [-3.08160, -2.32945, 5.33406], [-2.31684, -1.70412, 4.35644], [-0.86799, -2.52946, 0.84042], [-0.17917, -2.41491, -0.38035], [0.60462, -3.45280, -0.86651], [0.72107, -4.63742, -0.15960], [0.04296, -4.77621, 1.03867], [-0.72360, -3.73474, 1.53542], [-2.85118, -0.70851, -0.34058], [-3.91881, -0.72918, 1.06904], [-3.79165, 1.60338, 0.42231], [-2.02864, 1.52316, 0.29328], [-5.14911, 0.66681, 3.61930], [-7.39498, 1.60878, 4.03586], [-7.83434, 4.00441, 3.57474], [-6.02814, 5.42286, 2.65445], [-3.80157, 4.47988, 2.22541], [-0.81427, 2.54902, 4.52752], [0.75717, 4.45675, 4.62533], [0.95849, 5.98738, 2.69111], [-0.39008, 5.58746, 0.66090], [-1.93455, 3.69169, 0.55526], [-3.76179, -3.03705, 1.60663], [-5.15492, -4.10906, 3.33708], [-4.71082, -3.66801, 5.73354], [-2.87768, -2.14363, 6.38179], [-1.51115, -1.03188, 4.62501], [-0.21123, -1.53736, -1.04658], [1.12631, -3.31191, -1.80583], [1.35752, -5.43229, -0.52829], [0.12310, -5.69699, 1.60622], [-1.20105, -3.85737, 2.49862], [2.69853, 2.44630, 0.48287], [3.07387, 3.59794, -0.76918], [4.26104, 4.37556, -0.56147], [5.20420, 5.00435, -0.35368], [2.30308, 3.83203, -1.86515], [0.78981, 3.03303, -2.20770], [2.69429, 4.83576, -2.81094], [2.97054, 5.64694, -3.58182], [0.12540, -1.10267, 3.36256], [1.13264, -1.18562, 2.68298], [2.21813, -1.96986, 3.06271], [3.38041, -1.68023, 2.24681], [2.66387, -0.87095, 1.13758], [3.17716, -0.57948, 0.05368], [1.40055, -0.58200, 1.46497], [4.39481, -0.86407, 3.04368], [4.53388, 0.50778, 2.88894], [5.42168, 1.21522, 3.69040], [6.16702, 0.55992, 4.65736], [6.03227, -0.81434, 4.81634], [5.15613, -1.52164, 4.00948], [4.03754, -2.90519, 1.63316], [3.53151, -4.17950, 1.83711], [4.14594, -5.27891, 1.24793], [5.25807, -5.10512, 0.44105], [5.75540, -3.82580, 0.21954], [5.15300, -2.73126, 0.81579], [2.31401, -2.20038, 4.03733], [3.96830, 1.03483, 2.13147], [5.52835, 2.28246, 3.54227], [6.85883, 1.11255, 5.28157], [6.61902, -1.33464, 5.56410], [5.06540, -2.59712, 4.11987], [2.64491, -4.30240, 2.44520], [3.74584, -6.27220, 1.41536], [5.73559, -5.95975, -0.02288], [6.61173, -3.67980, -0.42663], [5.52744, -1.73264, 0.63269]]}